# C5H8O2

An isolated molecule of C5H8O2 (ωB97M-V/def2-TZVPD, the Open Molecules 2025 dataset).

Properties
- ΔE to the lowest compared entry with this formula, charge and spin: 75.69 kcal per mole
- SMILES: C/C=C(/O)CC=O
- E_HOMO: -8.0 eV

Element x y z (Å)
1 O -1.47 1.12 0.86
2 C -0.31 0.56 0.45
3 C -0.21 -0.95 0.49
4 C -1.45 -1.69 0.08
5 O -2.56 -1.20 0.03
6 C 0.70 1.32 0.05
7 C 1.83 0.90 -0.99
8 H -2.17 0.48 0.63
9 H 0.63 -1.31 -0.10
10 H 0.01 -1.28 1.52
11 H -1.31 -2.77 -0.14
12 H 2.27 0.98 0.04
13 H 0.68 2.39 0.30
14 H 1.64 1.57 -1.84
15 H 1.73 -0.12 -1.39